No. 1
Density functional theory data (wB97M-V/def2-TZVPD) for 5 unconnected molecules or ions with the total composition C12H26Br6N2O2 at a distorted geometry.

```
48
Properties=species:S:1:pos:R:3
C -6.6710 4.0776 -2.8001
N -5.2141 4.1914 -2.8828
C -4.6803 5.5911 -2.9515
C -4.4887 3.0642 -2.8453
O -3.2520 2.9747 -3.0130
H -6.9259 3.0633 -2.4932
H -7.0605 4.2961 -3.7944
H -7.1431 4.7908 -2.1244
H -4.7493 6.0256 -1.9542
H -3.6777 5.5814 -3.3789
H -5.1998 6.2428 -3.6540
H -5.1302 2.1767 -2.7309
C 5.8753 -0.4493 6.3112
N 6.6828 -1.6411 6.2631
C 7.0658 -2.1687 7.5461
C 7.0647 -2.1583 5.0870
O 7.6464 -3.2211 5.0009
H 4.8376 -0.7827 6.3161
H 5.9088 0.0563 5.3461
H 6.1373 0.3212 7.0363
H 6.2844 -2.6078 8.1664
H 7.7412 -3.0097 7.3893
H 7.4799 -1.4188 8.2200
H 6.8299 -1.5445 4.2037
Br 3.9066 3.9981 0.3982
C 2.3146 5.1297 0.4476
C 2.5740 6.2494 1.4867
Br 2.3888 5.4877 3.2659
H 1.4008 4.5537 0.5934
H 2.2115 5.7412 -0.4488
H 1.8323 7.0477 1.4604
H 3.5178 6.7926 1.4374
Br -2.2259 -7.4593 -5.7547
C -4.1361 -7.2885 -5.8931
C -4.5332 -7.4007 -7.3557
Br -6.4535 -6.8749 -7.3627
H -4.4844 -6.3806 -5.4005
H -4.5255 -8.1022 -5.2813
H -4.2836 -8.4083 -7.6882
H -3.9556 -6.6848 -7.9405
Br -1.8050 -3.6164 1.4600
C -0.5510 -2.1596 0.7346
C 0.2659 -2.5229 -0.4903
Br 1.7449 -3.7045 0.0252
H 0.1170 -1.9744 1.5757
H -1.0741 -1.2055 0.6690
H 0.6953 -1.6276 -0.9399
H -0.3032 -3.0414 -1.2619
```

Multiplicity   1
Molar mass   709.78 g/mol
SMILES   CN(C)C=O.CN(C)C=O.BrCCBr.BrCCBr.BrCCBr
Orbital gap   0.352 Ha

No. 2
Density functional theory data (wB97M-V/def2-TZVPD) for a single C3H3ClF2 molecule at a distorted geometry.

```
9
Properties=species:S:1:pos:R:3
F 0.9421 -1.4111 -0.7031
C 0.6788 -0.1349 -0.5967
C 0.2430 0.1797 0.7907
C -0.7734 0.1360 -0.2984
F -1.4229 1.1809 -0.7555
Cl -1.9180 -1.1884 -0.1665
H 1.4001 0.6342 -1.0207
H 0.3348 -0.5338 1.5226
H 0.5155 1.1374 1.2276
```

Multiplicity   1
Molar mass   112.51 g/mol
SMILES   F[C@@H]1C[C@]1(F)Cl
Orbital gap   0.417 Ha

No. 3
Density functional theory data (wB97M-V/def2-TZVPD) for a gas-phase ion, C10H16N3O2 (charge +1) at a distorted geometry.

```
31
Properties=species:S:1:pos:R:3
C -0.9042 -1.3815 -0.5208
C -0.5770 -2.6622 0.1468
C 0.2429 -2.3672 -1.1606
C 0.0118 -2.2839 1.4069
C 0.3148 -3.6681 -2.1485
C -1.1887 1.8783 1.4554
C -0.4178 1.7568 -0.7353
C -0.0298 2.7415 1.9779
C 0.8472 2.5948 -0.2929
C -0.5973 -0.3731 0.4853
N -0.8686 1.0097 0.3600
N 1.5389 -3.9669 -2.5814
N 0.4580 3.4843 0.8377
O -0.6876 -4.3266 -2.3560
O -0.0479 -0.9414 1.5136
H -1.8772 -1.2547 -1.0218
H -0.9828 -3.6412 -0.0429
H 1.2329 -1.9679 -0.9331
H 0.0736 -2.9005 2.3961
H -1.5308 1.1608 2.2295
H -1.9642 2.6195 1.3521
H -1.1170 2.5498 -0.8393
H -0.2461 1.3105 -1.7977
H -0.3680 3.2778 2.9523
H 0.8860 2.0897 2.1747
H 1.7608 1.9821 0.0275
H 1.0310 3.3033 -1.0251
H 2.3123 -3.4751 -2.2072
H 1.5343 -4.6916 -3.2937
H -0.1938 4.2287 0.6127
H 1.3544 3.9145 1.0279
```

Multiplicity   1
Molar mass   210.26 g/mol
Total charge   +1
Orbital gap (spin up / spin down)   0.229 / 0.221 Ha

No. 4
Density functional theory data (wB97M-V/def2-TZVPD) for a molecular structure, C23H33N4OPdSSi2 at a distorted geometry.

```
65
Properties=species:S:1:pos:R:3
Pd -0.2304 -0.3795 0.5596
O 0.5083 -1.5937 2.1706
N -0.3004 -2.5991 2.5227
C 0.2382 -3.5423 3.3321
C -0.4984 -4.6008 3.7797
C -1.8383 -4.6838 3.3707
C -2.3596 -3.7289 2.5448
C -1.5776 -2.6411 2.0889
S -2.2117 -1.4254 1.0649
H 1.2745 -3.3625 3.5709
H -0.0354 -5.3344 4.4203
H -2.4584 -5.5068 3.6995
H -3.3835 -3.7692 2.2023
C 1.9214 -2.1292 -1.4082
Si 0.2819 -1.7878 -2.2318
C -0.8970 -3.1908 -1.8801
C 0.6438 -1.7778 -4.0735
N -0.3473 -0.2922 -1.6253
C -1.0432 0.7225 -2.1095
C -1.2764 0.9316 -3.5043
C -2.0093 1.9850 -3.9657
C -2.5701 2.9172 -3.0597
C -2.3723 2.7798 -1.7194
C -1.5966 1.7113 -1.1622
N -1.3404 1.5589 0.1249
Si -1.9186 2.5157 1.4634
C -3.7792 2.4549 1.5671
C -1.3298 4.2861 1.3006
C -1.1974 1.8146 3.0308
H 2.2758 -3.1091 -1.7435
H 1.8665 -2.1536 -0.3171
H 2.6692 -1.3863 -1.7000
H -0.7544 -3.9826 -2.6187
H -1.9350 -2.8562 -1.9255
H -0.7394 -3.6145 -0.8857
H 1.2014 -2.6814 -4.3328
H 1.2474 -0.9162 -4.3656
H -0.2656 -1.7723 -4.6770
H -0.8540 0.2209 -4.1979
H -2.1713 2.1106 -5.0287
H -3.1574 3.7437 -3.4386
H -2.8085 3.5016 -1.0414
H -4.2661 2.9867 0.7493
H -4.1278 2.8919 2.5057
H -4.1108 1.4140 1.5391
H -1.7540 4.8107 0.4446
H -0.2418 4.3089 1.1992
H -1.5912 4.8494 2.2002
H -1.8026 0.9907 3.4137
H -1.1423 2.5942 3.7935
H -0.1889 1.4284 2.8647
C 5.8268 1.3395 -0.3261
C 4.3702 1.1606 -0.0068
C 3.3783 1.6144 -0.8637
C 2.0490 1.4135 -0.5315
N 1.6713 0.8145 0.5984
C 2.6221 0.3731 1.4296
C 3.9687 0.5332 1.1680
H 5.9692 1.6786 -1.3505
H 6.3711 0.4047 -0.1914
H 6.2753 2.0779 0.3407
H 3.6273 2.1082 -1.7933
H 1.2491 1.7445 -1.1813
H 2.2774 -0.1311 2.3229
H 4.6978 0.1567 1.8734
```

Multiplicity   2
Molar mass   576.20 g/mol
Expectation value of S²   1.21
Orbital gap (spin up / spin down)   0.226 / 0.241 Ha

No. 5
Density functional theory data (wB97M-V/def2-TZVPD) for a molecular structure, C14H15CdF6N5O3S2Sb.

```
47
Properties=species:S:1:pos:R:3
Cd -0.0150 -0.9736 0.7807
C -1.7536 0.8915 4.5414
C -1.2200 0.5376 3.1918
N -0.9309 -0.6506 2.8237
N -1.1181 -1.7076 3.6409
C -1.1313 -2.8673 3.0254
N -1.2012 -3.9539 3.8183
S -1.0193 -3.2167 1.3122
C -1.0209 1.5952 2.1637
C -1.2045 2.9376 2.4712
C -1.0306 3.8933 1.4838
C -0.6751 3.4919 0.2081
C -0.4973 2.1391 -0.0227
N -0.6738 1.2180 0.9205
H -1.9054 -0.0164 5.1165
H -2.6986 1.4301 4.4595
H -1.0460 1.5304 5.0735
H -1.1812 -3.8224 4.8153
H -1.0886 -4.8691 3.4254
H -1.4711 3.2302 3.4753
H -1.1666 4.9415 1.7129
H -0.5270 4.2004 -0.5933
H -0.1906 1.7783 -0.9964
F 2.2525 -1.7550 1.3492
Sb 3.2738 -0.1143 1.1519
F 4.0901 1.5338 0.8211
F 4.5243 -0.6486 2.4267
F 2.0746 0.6242 2.4225
F 4.1601 -0.9705 -0.2798
F 1.8751 0.3083 -0.1471
N 0.9564 -2.1177 -1.3137
C 0.6145 -1.4730 -2.4862
C -0.6317 -1.7422 -3.0847
C -1.0300 -1.0217 -4.1773
C -0.2033 0.0032 -4.6674
C 1.0740 0.2175 -4.1238
C 1.4735 -0.4982 -3.0284
S -0.7451 0.9652 -6.0361
O -0.1321 -0.0999 -6.8997
O -2.1780 0.9891 -6.0671
O -0.0393 2.2124 -6.0531
H 1.9352 -2.0840 -1.0481
H 0.5441 -3.0297 -1.1626
H -1.2689 -2.5084 -2.6594
H -1.9844 -1.1862 -4.6589
H 1.7000 0.9798 -4.5678
H 2.4315 -0.3218 -2.5578
```

Multiplicity   2
Molar mass   713.60 g/mol
Expectation value of S²   0.77
Orbital gap (spin up / spin down)   0.290 / 0.191 Ha

No. 6
Density functional theory data (wB97M-V/def2-TZVPD) for 2 unconnected molecules or ions with the total composition C8H7BrNO at a distorted geometry.

```
18
Properties=species:S:1:pos:R:3
C 0.7293 2.3532 0.8390
C 2.0720 1.9616 0.9256
C -0.2893 1.4803 0.6030
C 2.2649 0.6597 0.7240
C -0.0703 0.1494 0.3634
C 1.2658 -0.2835 0.3669
C -1.0849 -0.7885 0.0947
C -0.9579 -2.0553 0.4235
N 1.5706 -1.5577 -0.0028
O 2.7165 -1.9816 0.3483
Br -5.4618 -0.1113 -0.9209
H 0.4951 3.3830 0.8846
H 2.8538 2.6529 1.0897
H -1.1980 2.0364 0.6581
H 3.2357 0.1346 0.9019
H -2.0328 -0.5161 -0.4879
H -0.0561 -2.2790 1.0141
H -1.7411 -2.7310 0.2402
```

Multiplicity   1
Molar mass   213.05 g/mol
Total charge   -1
Orbital gap (spin up / spin down)   0.179 / 0.179 Ha